98
Properties=species:S:1:pos:R:3:lowdin_spin:R:1 method="wB97M-V/def2-TZVPD" charge=+1 s2=9.35 de_lowest_kj_mol=53.54 spin_multiplicity=6 largest_force_ev_per_a=1.1 homo_lumo_gap_ev="6.82 / 6.81" homo_ev="-10.1 / -10.1" e_tot_ev=-132390.9945
Dy 0.24 0.33 0.21 5.456
S -4.00 3.72 5.26 0.000
C -3.00 4.65 6.27 0.000
C -1.69 4.52 5.95 0.000
C -1.49 3.65 4.85 0.000
C -2.65 3.12 4.36 0.000
C -2.83 2.18 3.24 0.000
C -1.71 1.66 2.57 0.002
N -1.78 0.80 1.58 0.006
C -2.98 0.39 1.13 0.001
C -4.16 0.85 1.71 0.000
C -5.43 0.40 1.20 0.000
C -5.49 -0.44 0.16 0.000
C -4.29 -0.91 -0.49 0.000
C -4.33 -1.76 -1.60 0.000
C -3.16 -2.18 -2.20 0.000
C -1.96 -1.71 -1.62 -0.001
N -1.90 -0.92 -0.58 0.001
C -3.05 -0.51 0.00 0.000
C -3.14 -3.06 -3.38 0.000
C -4.21 -3.60 -4.05 0.000
C -3.83 -4.40 -5.15 0.000
C -2.48 -4.47 -5.31 0.000
S -1.67 -3.56 -4.12 0.000
C -4.06 1.76 2.78 0.000
H -3.44 5.25 7.06 0.000
H -0.88 5.04 6.47 0.000
H -0.51 3.42 4.44 0.000
H -0.71 1.95 2.88 0.000
H -6.33 0.76 1.68 0.000
H -6.45 -0.78 -0.23 0.000
H -5.29 -2.08 -1.99 0.000
H -1.01 -2.01 -2.05 0.000
H -5.24 -3.43 -3.76 0.000
H -4.54 -4.91 -5.80 0.000
H -1.92 -5.00 -6.06 0.000
H -4.97 2.13 3.24 0.000
Cl 1.72 -1.63 -1.09 0.009
C 1.93 -3.30 -0.54 0.002
C 2.68 -4.13 -1.35 0.000
C 2.87 -5.44 -0.95 0.000
C 2.32 -5.88 0.24 0.000
C 1.57 -5.02 1.04 0.000
C 1.36 -3.70 0.66 0.000
P 0.31 -2.53 1.61 0.007
C 1.55 -1.67 2.65 0.002
C 2.91 -1.94 2.66 0.000
C 3.74 -1.26 3.55 0.000
C 3.22 -0.31 4.42 0.000
C 1.86 -0.03 4.40 0.000
C 1.03 -0.70 3.51 0.001
C -0.45 -3.62 2.87 0.001
C 0.08 -3.89 4.13 0.000
C -0.57 -4.75 4.99 0.000
C -1.76 -5.37 4.61 0.000
C -2.30 -5.11 3.36 0.000
C -1.65 -4.24 2.50 0.000
H 3.10 -3.75 -2.28 0.000
H 3.44 -6.11 -1.58 0.000
H 2.48 -6.91 0.56 0.000
H 1.15 -5.38 1.97 0.000
H 3.33 -2.67 1.98 0.000
H 4.80 -1.49 3.57 0.000
H 3.87 0.20 5.11 0.000
H 1.44 0.72 5.07 0.000
H -0.04 -0.51 3.52 0.000
H 1.01 -3.42 4.44 0.000
H -0.14 -4.95 5.97 0.000
H -2.26 -6.04 5.30 0.000
H -3.22 -5.59 3.06 0.000
H -2.07 -4.04 1.52 0.000
C 1.40 2.91 -2.49 -0.055
Si -0.22 2.18 -1.93 -0.294
C -1.19 3.59 -1.17 -0.051
C -1.16 1.67 -3.46 -0.057
H 1.18 3.74 -3.18 -0.010
H 2.03 2.19 -3.02 0.000
H 1.98 3.30 -1.65 0.000
H -1.26 4.39 -1.91 -0.009
H -0.71 4.00 -0.27 0.000
H -2.21 3.29 -0.89 0.000
H -1.24 2.55 -4.11 -0.010
H -2.18 1.33 -3.23 0.000
H -0.66 0.87 -4.02 0.000
N 8.38 5.51 4.15 0.000
C 7.50 4.94 3.67 0.000
C 6.40 4.21 3.08 0.000
C 5.22 4.85 2.75 0.000
C 4.15 4.13 2.24 0.000
C 4.26 2.75 2.04 0.000
C 5.47 2.12 2.34 0.000
C 6.53 2.84 2.85 0.000
C 3.12 2.00 1.58 -0.002
C 2.15 1.36 1.20 0.000
H 5.13 5.92 2.91 0.000
H 3.23 4.63 1.98 0.000
H 5.56 1.05 2.16 0.000
H 7.47 2.35 3.09 0.000